Entry 1:
C18H20BrF3NO3P in the gas phase. Source: OMol25; level of theory: ωB97M-V/def2-TZVPD.

```
47
Properties=species:S:1:pos:R:3:forces:R:3:nbo_charge:R:1
C -0.81829 -1.38858 -3.08081 -0.07 -0.05 0.37 -0.64
C -1.05166 -2.16592 -1.79752 -0.10 -0.53 -0.62 -0.07
O -0.94586 -1.33051 -0.65131 0.56 0.45 0.61 -0.83
P 0.51421 -1.01686 -0.05042 -0.62 0.25 0.37 2.36
O 1.50526 -2.03595 -0.40597 0.10 -0.02 -0.11 -1.09
O 0.19475 -0.79966 1.50801 0.39 0.13 -0.87 -0.84
C -0.63378 -1.69565 2.24282 -0.36 -0.40 0.47 -0.06
C -0.03008 -3.08464 2.34658 -0.02 0.31 -0.10 -0.64
C 1.00049 0.74533 -0.48881 -0.24 -0.71 -0.08 -0.40
N 0.45578 1.72070 0.42172 0.42 0.30 0.21 -0.61
C -0.89870 1.75309 0.67669 -0.65 0.28 0.08 0.27
C -1.36748 2.19750 1.91726 0.10 -0.08 -0.12 -0.26
C -2.71899 2.25803 2.18607 -0.06 -0.06 -0.01 -0.19
C -3.64688 1.86635 1.23439 -0.01 -0.05 -0.19 -0.22
C -3.18547 1.45138 -0.00677 -0.02 0.07 0.08 -0.12
C -4.16386 0.97855 -1.03995 -0.28 -0.20 -0.22 0.97
F -3.69601 1.07227 -2.29688 0.26 0.10 -0.08 -0.33
F -4.48837 -0.32155 -0.86900 0.08 -0.12 0.17 -0.33
F -5.32438 1.65230 -1.01849 -0.03 0.18 0.18 -0.32
C -1.83283 1.40522 -0.29792 -0.03 0.15 0.09 -0.27
C 2.49782 0.77192 -0.47089 0.31 0.15 -0.08 -0.05
C 3.16837 0.39223 0.68609 0.06 0.13 -0.11 -0.14
C 4.54871 0.38119 0.73144 0.10 0.04 0.00 -0.25
C 5.26025 0.75206 -0.39761 0.14 0.01 -0.02 -0.07
Br 7.16034 0.74219 -0.34640 -0.15 -0.01 0.00 0.06
C 4.61448 1.12747 -1.56188 0.14 -0.03 0.04 -0.23
C 3.23093 1.13438 -1.59199 -0.12 -0.04 0.15 -0.17
H -1.52358 -0.56477 -3.16433 -0.06 0.09 -0.04 0.21
H 0.19917 -1.00033 -3.08938 0.10 0.04 -0.12 0.21
H -0.94929 -2.04729 -3.93485 0.03 -0.04 -0.12 0.22
H -2.06471 -2.57460 -1.76436 0.13 0.00 -0.01 0.19
H -0.31954 -2.97576 -1.71559 -0.20 0.03 0.01 0.20
H -1.61865 -1.73971 1.76794 0.07 0.10 0.07 0.19
H -0.73496 -1.23450 3.23037 -0.06 -0.08 -0.17 0.19
H 0.95399 -3.03360 2.80605 0.08 -0.05 0.04 0.22
H -0.67425 -3.72324 2.94536 -0.06 -0.07 0.06 0.22
H 0.07948 -3.51195 1.35290 0.03 -0.15 -0.03 0.22
H 0.64419 0.95416 -1.50322 0.05 -0.14 0.05 0.23
H 1.01633 1.82531 1.25788 -0.05 -0.02 -0.13 0.39
H -0.65293 2.48627 2.67474 0.09 0.04 0.09 0.21
H -3.05767 2.59721 3.15302 -0.01 0.04 0.10 0.22
H -4.70413 1.88816 1.44433 -0.10 0.02 0.02 0.23
H -1.51709 1.10375 -1.28131 0.02 -0.06 -0.07 0.23
H 2.59943 0.07948 1.54962 0.01 -0.07 0.15 0.21
H 5.06874 0.07838 1.62709 0.04 -0.02 0.05 0.23
H 5.18401 1.40701 -2.43473 0.05 0.02 -0.04 0.23
H 2.72271 1.42320 -2.50003 -0.08 0.03 -0.09 0.22
```
Forces are in eV/Å.

Output
SMILES: CCOP(=O)(OCC)[C@@H](Nc1cccc(C(F)(F)F)c1)c1ccc(Br)cc1
Kohn-Sham gap (eV): 9.045
LUMO (eV): 0.7
Multiplicity: 1

---

Entry 2:
A molecular structure, C18H20Cl2N9STl. Source: OMol25; level of theory: ωB97M-V/def2-TZVPD.

```
51
Properties=species:S:1:pos:R:3:forces:R:3:nbo_charge:R:1
Tl 1.77605 -0.26062 0.12932 -0.05 0.06 0.02 0.71
N 4.64538 -1.80081 6.62542 0.00 -0.02 -0.02 -0.84
C 3.88221 -2.39818 5.61172 -0.06 0.09 0.00 0.27
S 4.34889 -3.96673 5.12560 0.02 -0.05 -0.01 -0.51
N 2.88303 -1.62592 5.23922 0.04 -0.03 0.04 -0.50
N 2.11383 -2.10036 4.21923 0.00 0.02 -0.03 -0.17
C 0.98828 -1.50894 4.11592 -0.03 0.02 -0.03 -0.04
C -0.00458 -1.84840 3.08238 -0.01 -0.01 -0.03 0.18
C -1.35919 -1.70400 3.39540 -0.05 -0.02 -0.03 -0.25
C -2.31997 -2.03408 2.45816 0.04 0.02 0.01 -0.16
C -1.91134 -2.51167 1.22140 0.02 0.02 0.03 -0.28
C -0.54886 -2.59523 0.98447 -0.06 0.02 0.06 0.05
N 0.38746 -2.26311 1.87055 0.04 -0.03 0.03 -0.45
H 5.57629 -2.18267 6.66303 0.00 0.00 0.00 0.37
H 4.59376 -0.79188 6.59623 0.00 0.00 0.01 0.36
H 0.69213 -0.75180 4.84823 0.01 -0.01 0.00 0.15
H -1.63631 -1.32338 4.37093 -0.01 0.00 -0.01 0.21
H -3.37171 -1.89288 2.67602 0.00 0.00 0.00 0.21
H -2.61743 -2.75126 0.43791 0.00 0.00 0.00 0.22
H -0.18582 -2.91493 0.01399 -0.02 0.01 -0.05 0.19
C 1.78583 2.25640 -2.96791 -0.10 0.12 -0.08 -0.62
C 0.61704 2.69193 -3.84746 0.04 0.00 0.00 -0.22
C 1.07241 3.07931 -5.25108 0.00 0.01 -0.01 -0.61
C -0.48617 1.63076 -3.84891 -0.05 -0.03 -0.07 -0.23
N -0.04554 0.32972 -4.33357 0.08 -0.08 -0.07 -0.20
C 0.20878 -0.77257 -3.61299 -0.13 0.37 -0.08 0.15
N 0.59882 -1.71244 -4.44064 0.02 -0.43 0.02 -0.34
N 0.56249 -1.17531 -5.67624 0.04 0.29 0.03 -0.10
N 0.18349 0.05499 -5.62786 -0.08 -0.04 0.10 -0.11
H 2.50888 3.06686 -2.85126 -0.01 0.00 -0.01 0.20
H 2.30995 1.40548 -3.40783 -0.01 -0.06 0.03 0.20
H 1.40682 1.97304 -1.98726 0.07 -0.10 0.11 0.25
H 0.15683 3.57088 -3.38164 -0.02 -0.01 0.01 0.20
H 1.50645 2.22378 -5.76883 0.01 0.00 -0.01 0.22
H 1.82639 3.86891 -5.20403 -0.01 0.01 0.02 0.19
H 0.23713 3.43982 -5.85641 0.00 -0.01 -0.01 0.20
H -1.32957 1.94374 -4.46680 0.01 0.00 0.00 0.20
H -0.83195 1.44874 -2.83000 0.01 0.01 0.04 0.28
H 0.04786 -0.76762 -2.53174 0.06 -0.08 0.03 0.30
Cl 0.13884 1.55912 2.09475 0.02 0.03 -0.04 -0.06
C -1.37797 1.22232 1.26944 -0.05 0.01 0.03 -0.04
C -2.52965 1.57153 1.93177 0.02 0.00 0.01 -0.26
C -3.78288 1.28760 1.39147 -0.03 0.00 0.00 -0.36
C -3.81850 0.62266 0.16623 0.02 0.00 0.00 -0.24
C -2.65629 0.28518 -0.48431 -0.03 0.01 0.05 -0.12
Cl -2.80629 -0.63600 -1.97423 0.02 0.02 -0.08 -0.08
C -1.30132 0.55884 -0.02502 0.03 -0.07 0.03 0.09
N -0.23105 0.23360 -0.68445 0.19 -0.08 -0.04 -1.21
H -2.44529 2.05684 2.89710 0.00 0.01 0.00 0.20
H -4.69238 1.55956 1.91019 0.00 0.00 0.00 0.19
H -4.76526 0.34914 -0.28562 0.00 0.00 0.00 0.20
```
Forces are in eV/Å.

Output
Total charge: -2
Kohn-Sham gap (eV): 5.744
LUMO (eV): 4.4
Multiplicity: 1

---

Entry 3:
A molecular structure, C18H20ClFIrO2S8. Source: OMol25; level of theory: ωB97M-V/def2-TZVPD.

```
51
Properties=species:S:1:pos:R:3:forces:R:3:lowdin_spin:R:1
Ir -1.96223 -13.59327 10.35098 0.85 -0.22 -1.52 1.97
C 0.82401 -11.65935 10.18992 1.76 -1.24 -0.70 0.01
C -0.22945 -10.64303 9.82496 -1.17 0.97 1.49 0.02
S -2.04302 -11.21247 10.15624 0.75 2.49 0.68 0.18
C -2.48671 -10.62900 11.94273 0.39 1.63 -0.91 0.02
C -2.86240 -11.72201 12.94296 0.07 -0.27 -0.64 0.04
S -1.84850 -13.22695 12.68314 0.34 1.31 3.37 0.20
C -0.13009 -12.53916 13.13033 -1.01 -0.78 -0.62 0.02
C 0.84999 -13.35125 12.26813 -0.26 -0.86 0.03 0.02
S 0.29826 -13.43513 10.46345 3.79 1.38 1.08 0.12
H 1.40081 -11.39316 11.10410 -0.64 0.01 -0.74 0.00
H 1.60872 -11.86968 9.40384 -0.93 0.95 0.51 0.00
H -0.16776 -10.26079 8.79367 -0.29 -0.46 0.41 0.00
H -0.13365 -9.75717 10.52004 -0.06 -0.81 -0.88 0.00
H -3.34616 -9.94346 11.70079 0.62 -0.76 0.35 0.00
H -1.64776 -9.97565 12.33843 -0.79 -0.84 -0.70 0.00
H -3.88243 -12.09243 12.74348 0.26 0.43 0.39 0.01
H -2.75413 -11.34268 13.97504 -0.15 -0.30 -0.47 0.01
H -0.02466 -12.75088 14.20120 0.16 0.07 -0.31 0.01
H -0.12587 -11.44522 12.97019 0.11 -0.62 -0.13 0.00
H 0.85098 -14.42106 12.57092 -0.03 0.68 0.06 0.00
H 1.89420 -12.97620 12.35677 -0.73 -0.26 -0.36 0.00
S -6.30416 -18.89484 12.42542 0.15 0.32 -0.10 0.08
C -5.38620 -17.67231 11.85210 -0.23 -0.84 -0.29 0.00
S -3.76670 -17.94541 11.21554 -0.31 2.00 0.81 0.06
C -3.37705 -16.19050 11.16823 1.31 -1.68 -1.21 0.24
C -4.42389 -15.29174 11.19464 -0.32 1.15 0.14 0.10
S -4.29277 -13.57511 10.81695 -2.47 -2.52 0.76 0.54
S -5.95896 -16.04889 11.68505 0.35 0.58 -0.05 0.00
S -1.68306 -15.91808 10.75073 -1.05 -0.99 0.51 0.39
F 1.03024 -13.34022 4.34102 1.33 -0.15 -1.03 0.05
C 0.27525 -13.43845 5.40081 -0.52 1.46 0.65 0.14
C -0.26487 -12.24016 5.88661 -1.28 0.38 1.63 -0.01
C -1.29514 -12.30627 6.85334 0.26 -0.59 -1.04 0.13
C -1.76255 -13.58488 7.31002 0.32 0.80 0.84 0.11
C -2.81592 -13.80722 8.24569 -2.33 -0.13 -2.13 0.35
C -0.99658 -14.67502 6.89773 -0.45 -2.71 0.73 0.13
C 0.00834 -14.65638 5.97259 -0.05 -0.52 0.22 -0.01
H 0.13016 -11.25423 5.60581 -0.31 -0.66 -0.38 0.00
H -1.89643 -11.46135 7.14805 0.33 0.50 0.08 0.01
H -3.20491 -14.82667 8.38576 0.59 0.13 -0.28 0.02
H -3.71113 -13.17014 8.20461 0.69 0.33 0.08 0.02
H -1.35325 -15.64889 7.31014 0.68 0.69 -0.33 0.01
H 0.56953 -15.55406 5.72140 -0.28 0.22 -0.23 0.00
Cl -5.85181 -7.23340 11.07581 -0.05 -0.58 -0.03 0.00
C -6.12824 -8.82507 11.98119 -0.20 1.89 0.39 0.00
C -5.92712 -10.09360 11.19370 0.30 -2.43 -1.77 0.00
O -6.45257 -11.13076 11.67335 0.00 0.92 0.93 0.00
O -5.24195 -10.12229 10.13111 0.28 0.99 0.86 0.00
H -7.15027 -8.69457 12.37639 0.63 -0.47 -0.12 0.00
H -5.38421 -8.68869 12.77881 -0.41 -0.58 -0.03 0.00
```
Forces are in eV/Å.

Output
Kohn-Sham gap (spin up / spin down) (eV): 5.474 / 4.099
LUMO (spin up / spin down) (eV): -0.6 / -3.3
Multiplicity: 6

---

Entry 4:
2 unconnected molecules or ions with the total composition C18H20F3O4. Source: OMol25; level of theory: ωB97M-V/def2-TZVPD.

```
45
Properties=species:S:1:pos:R:3:forces:R:3:nbo_charge:R:1
C 4.06023 0.23414 -0.04809 -0.02 0.13 -0.03 -0.61
C 4.03411 1.62015 -0.69227 0.10 -0.56 0.24 -0.39
C 3.33773 1.65566 -2.06052 -0.12 0.14 0.15 -0.26
C 3.17887 3.08628 -2.60986 0.20 -0.22 -0.24 -0.60
C 2.05826 0.83428 -2.08694 -0.05 0.09 0.15 0.15
C 2.12708 -0.42975 -2.68284 -0.22 0.28 0.17 -0.23
C 1.03641 -1.28591 -2.75088 0.16 0.42 0.16 -0.18
C -0.17518 -0.87545 -2.22153 0.18 -0.04 -0.01 -0.18
C -0.28157 0.38400 -1.64459 0.25 -0.24 -0.11 -0.04
C 0.82119 1.24894 -1.55131 0.12 -0.60 -0.31 -0.21
C 0.58754 2.54398 -0.86053 -0.15 0.05 -0.03 0.53
O 1.43632 3.17954 -0.28225 0.45 0.21 0.06 -0.52
C -0.80232 3.05055 -0.85696 -0.64 -0.16 -0.15 -0.24
C -1.83994 2.22542 -0.95292 0.05 0.33 -0.02 -0.22
C -1.62321 0.78179 -1.12850 0.69 0.24 -0.15 0.49
O -2.47226 -0.03024 -0.89843 -0.85 -0.47 -0.05 -0.48
H 4.70761 0.25394 0.82379 0.11 -0.07 0.12 0.21
H 4.43274 -0.52722 -0.73169 0.07 -0.09 -0.07 0.19
H 3.07528 -0.07723 0.29062 -0.14 -0.04 -0.03 0.21
H 3.56344 2.29853 0.00814 -0.09 0.28 -0.07 0.23
H 5.07272 1.92298 -0.82272 0.06 0.30 -0.13 0.19
H 4.01828 1.14472 -2.73900 0.02 -0.21 -0.10 0.20
H 3.87090 3.23475 -3.43675 0.11 0.07 -0.05 0.20
H 2.18567 3.24341 -3.01798 -0.17 0.14 0.03 0.20
H 3.38889 3.84326 -1.86451 -0.11 0.10 0.17 0.22
H 3.07856 -0.73353 -3.09231 0.09 -0.10 -0.09 0.21
H 1.14923 -2.25388 -3.21291 -0.08 -0.13 -0.03 0.22
H -1.03622 -1.52514 -2.24918 -0.14 0.04 0.07 0.24
H -0.97079 4.10413 -0.70520 0.28 0.20 0.16 0.23
H -2.85973 2.56973 -0.88924 -0.17 0.00 0.12 0.23
C -3.91607 -1.18572 1.79143 -0.17 -0.18 0.01 -0.65
C -2.82295 -2.23336 1.58879 0.20 0.00 -0.18 -0.07
O -2.04565 -2.51320 2.72752 -0.13 0.55 0.39 -0.60
C -2.57370 -3.47259 3.72248 -0.02 -0.82 -0.31 0.33
O -3.08516 -4.55418 3.23076 -0.07 0.19 0.09 -0.87
C -3.55000 -2.77441 4.72431 0.15 0.37 -0.13 0.91
F -3.19766 -1.48916 5.03484 -0.10 -0.07 0.00 -0.37
F -3.53718 -3.43699 5.90580 0.05 -0.09 0.10 -0.36
F -4.84217 -2.73027 4.35180 -0.04 0.05 -0.09 -0.35
H -3.55169 -0.36285 2.40853 0.06 0.02 -0.02 0.20
H -4.24185 -0.78756 0.82755 0.08 0.00 -0.02 0.20
H -4.78979 -1.61319 2.27671 -0.02 -0.02 0.13 0.21
H -2.11251 -1.83297 0.85913 0.04 -0.03 -0.01 0.15
H -3.23220 -3.15238 1.15491 -0.10 -0.05 0.20 0.18
H -1.66124 -3.58300 4.36278 0.08 0.02 -0.07 0.07
```
Forces are in eV/Å.

Output
Total charge: -1
Kohn-Sham gap (eV): 4.180
LUMO (eV): 0.8
Multiplicity: 1

---

Short version: maximum force = 0.0187 0.0083 0.0812 0.0189 Eh/bohr, in the order given.